The following is a quantum chemistry calculation of a 5-piece molecular cluster, C37H45N3O21P overall, from the Open Molecules 2025 dataset.

For the molecular weight, the calculation gives 898.7 g/mol. The LUMO energy comes out at 0.0622 hartree. As for the net charge: -1. Its total energy is -3521.72997 Eh.

Last column: Löwdin charge in e.
Atoms and positions in Å:
P  -0.14  2.64  3.56  0.8874
O  -2.06  -6.50  -0.48  0.1406
O  0.56  3.61  -1.46  -0.1373
O  2.75  4.48  -8.09  0.0682
O  2.44  2.94  0.99  -0.0484
O  2.21  -0.99  -1.72  -0.0139
O  -1.89  -1.40  8.46  0.0698
O  0.64  2.68  -4.74  -0.0817
O  5.09  7.26  1.23  0.0520
O  3.58  7.51  -0.42  0.0619
O  -0.87  0.37  7.53  0.0476
O  -0.28  2.25  5.26  -0.4080
O  -2.64  -8.69  -0.78  0.0647
O  -2.18  -7.95  1.29  0.0468
O  -0.98  -1.60  6.37  0.1108
O  -3.93  -0.26  3.68  -0.1335
O  5.29  9.01  -0.22  0.1123
O  -5.72  1.17  4.51  -0.0413
O  0.73  4.37  -7.03  0.1255
O  1.33  2.80  -8.59  0.0715
O  -0.09  -4.41  2.01  -0.1428
O  -0.79  1.71  -2.06  -0.2070
N  -0.40  -0.67  -3.96  -0.1057
N  1.65  1.47  -1.01  0.0410
N  -1.47  3.77  3.05  -0.2153
C  1.55  -0.05  -1.03  -0.1778
C  -0.39  1.11  2.45  -0.2359
C  -4.69  1.01  3.66  -0.2860
C  -4.30  2.17  2.55  -0.0229
C  2.37  2.75  -9.54  -0.1419
C  -2.16  -3.51  3.34  -0.1582
C  4.76  0.20  -4.29  -0.1031
C  -1.53  0.84  8.70  -0.1330
C  -2.72  -9.25  1.43  -0.1427
C  3.46  3.56  -8.90  -0.1403
C  1.53  3.92  -7.84  -0.4940
C  -1.61  -1.43  1.71  -0.0063
C  0.48  -0.63  -5.21  -0.1881
C  -1.17  -4.77  2.94  -0.2340
C  -1.49  -2.20  -2.07  -0.1554
C  3.36  -0.57  -4.70  -0.0499
C  1.88  0.20  -4.84  -0.0508
C  -1.78  -0.42  9.47  -0.1416
C  -2.27  -7.62  -0.03  -0.5086
C  1.69  1.95  0.46  -0.1966
C  0.47  2.26  -1.52  -0.4557
C  1.87  1.85  -4.60  -0.1117
C  0.54  0.98  1.11  -0.0075
C  3.26  2.68  -4.19  -0.0045
C  4.70  8.02  0.16  -0.5242
C  -2.57  -9.83  0.06  -0.1452
C  -2.67  -2.68  1.98  -0.1479
C  3.35  6.24  0.16  -0.1364
C  4.04  6.34  1.49  -0.1424
C  -1.23  -0.93  7.37  -0.5030
C  -1.49  -0.11  2.72  -0.0300
C  -0.51  -2.10  -3.42  -0.2412
C  0.42  -0.32  0.12  0.0586
C  -0.65  -1.54  0.36  -0.0127
C  -2.50  0.01  4.05  -0.1304
C  4.67  1.83  -4.03  -0.0894
C  -0.69  -2.75  -0.74  -0.1610
H  2.02  3.20  -10.48  0.1325
H  -3.12  -3.99  3.87  0.1218
H  -0.94  -0.68  10.13  0.1345
H  3.39  6.75  2.27  0.1329
H  4.11  2.95  -8.26  0.1399
H  4.08  4.08  -9.63  0.1342
H  -2.45  1.34  8.40  0.1423
H  -1.64  -2.71  4.04  0.0971
H  -1.40  -0.42  -4.22  0.1176
H  0.68  -1.74  -5.54  0.1050
H  5.66  2.38  -3.70  0.0642
H  0.75  -4.12  2.49  0.1169
H  -1.60  -10.32  -0.08  0.1354
H  -2.11  -0.69  4.91  0.1011
H  -5.07  2.17  1.67  0.1007
H  0.45  1.62  5.52  0.0558
H  -0.89  1.54  9.24  0.1390
H  4.44  5.38  1.82  0.1361
H  2.28  6.05  0.27  0.1408
H  -1.05  -2.76  -4.24  0.1029
H  -3.79  -2.31  2.08  0.1131
H  -0.12  0.00  -6.00  0.1225
H  -0.99  4.71  3.04  0.0269
H  -1.81  -1.07  -1.84  0.1163
H  -4.22  3.20  3.12  0.0918
H  0.44  -2.93  -1.09  0.1154
H  -3.77  -9.17  1.73  0.1361
H  -2.50  -2.76  -2.28  0.1067
H  -3.36  -10.54  -0.18  0.1354
H  0.82  3.47  -5.35  0.0741
H  0.54  -2.59  -3.25  0.1122
H  -1.07  -3.79  -0.34  0.0883
H  -2.50  1.11  4.51  0.1248
H  -0.67  -5.13  3.96  0.1204
H  5.76  -0.42  -4.17  0.0706
H  -2.18  -9.82  2.19  0.1365
H  -2.69  -0.36  10.07  0.1373
H  -1.74  -5.70  2.47  0.1162
H  -2.68  -3.48  1.11  0.1058
H  3.78  5.47  -0.48  0.1406
H  -1.57  3.54  2.01  0.0449
H  3.32  -1.75  -4.87  0.0811
H  -3.23  1.98  2.07  0.0749
H  2.68  1.72  -9.73  0.1380
H  3.18  3.85  -4.01  0.1057



The following is a quantum chemistry calculation of C37H45N6O8P2Ti as an isolated structure, from the Open Molecules 2025 dataset.

For the molecular weight, the calculation gives 811.6 g/mol. The LUMO energy (alpha / beta) comes out at 0.0667 / 0.0630 hartree. As for the net charge: -1. Its total energy is -3899.85577 Eh. The spin multiplicity is 3. Its energy above the lowest of the compared OMol25 structures with the same formula, charge and spin is 155.2 kJ/mol.

Last column: Löwdin charge in e.
Atoms and positions in Å:
Ti  0.06  1.30  0.26  0.8646
P  0.11  -1.03  -1.24  1.0425
P  1.72  -0.42  1.58  1.0433
O  -2.86  0.82  -0.99  0.0435
O  -0.27  4.10  -2.64  0.1093
O  0.22  2.16  2.00  -0.1653
O  -2.38  0.10  3.13  0.0758
O  -0.59  5.34  -0.26  0.0839
O  -4.68  1.92  -1.66  0.1073
O  -0.70  2.24  4.05  0.0935
O  -1.15  0.16  1.27  -0.2452
N  -0.53  3.08  -0.57  0.0297
N  2.11  -2.83  -1.67  0.0773
N  -2.70  3.05  1.41  0.1496
N  -4.12  -0.71  0.75  -0.0095
N  1.74  1.72  -0.99  0.0170
N  3.24  -2.56  0.91  0.0755
C  4.37  -0.56  2.76  -0.1082
C  1.70  -1.89  -0.82  -0.4375
C  4.72  -5.41  -1.75  -0.1311
C  -1.69  -0.85  -3.33  -0.1059
C  2.25  2.99  -2.97  0.0070
C  -1.49  0.58  2.46  -0.5556
C  -1.03  4.24  0.02  -0.3880
C  -4.81  -1.99  1.00  -0.1803
C  -4.12  4.26  2.91  -0.0522
C  -4.17  1.08  -0.97  -0.5054
C  3.81  1.39  -2.16  -0.0306
C  3.16  -3.62  -1.27  -0.2348
C  4.72  -4.39  0.43  -0.0499
C  -1.06  -2.30  -0.60  -0.2250
C  2.92  1.10  -1.13  -0.1359
C  -3.67  3.09  2.32  -0.1134
C  0.58  0.04  -3.74  -0.0959
C  0.90  -1.47  2.84  -0.2131
C  5.22  -5.33  -0.45  -0.1308
C  -2.12  4.19  1.07  -0.1712
C  -5.79  -0.83  -0.88  -0.1260
C  -2.48  5.41  1.62  0.0067
C  -3.50  5.45  2.55  -0.0571
C  3.60  1.66  1.94  -0.1032
C  3.15  0.34  2.57  -0.6619
C  -4.97  0.16  -0.05  -0.2532
C  3.47  2.35  -3.09  -0.0370
C  -0.19  -1.11  -3.10  -0.6836
C  -0.61  1.78  2.93  -0.5808
C  0.10  3.35  -1.76  -0.4514
C  -6.07  -1.95  0.12  -0.1659
C  2.29  -1.72  0.44  -0.4670
C  3.70  -3.51  0.04  -0.2406
C  0.15  -2.41  -3.83  -0.1067
C  1.42  2.64  -1.91  -0.1951
C  2.59  0.68  3.96  -0.0979
C  3.69  -4.57  -2.15  -0.0516
H  1.69  1.30  3.93  0.0651
H  3.27  -4.63  -3.14  0.0969
H  0.12  -2.05  2.34  0.0382
H  -3.74  -0.30  1.60  0.0841
H  -5.06  -2.10  2.06  0.1119
H  4.12  -1.52  3.21  0.0681
H  -0.24  -2.32  -4.85  0.0786
H  -2.71  0.11  -0.32  0.0627
H  -5.18  -1.20  -1.70  0.1232
H  -2.29  -1.71  -3.03  0.0753
H  0.44  0.02  -4.82  0.0904
H  4.19  2.21  2.67  0.0841
H  -6.95  -1.70  0.73  0.1051
H  -1.96  6.30  1.30  0.1152
H  4.74  0.84  -2.21  0.1159
H  2.37  -0.22  4.54  0.0745
H  -0.98  -2.32  0.48  0.0269
H  1.64  -2.16  3.25  0.0525
H  1.89  3.74  -3.66  0.1253
H  4.87  -0.77  1.82  0.0688
H  0.43  -0.90  3.64  0.0457
H  -6.68  -0.37  -1.30  0.1185
H  -3.80  6.39  3.00  0.1040
H  4.23  1.50  1.07  0.0640
H  5.07  -0.03  3.42  0.0808
H  6.02  -5.99  -0.14  0.0860
H  -4.91  4.24  3.64  0.1013
H  3.35  1.24  4.51  0.0856
H  -4.10  2.15  2.61  0.1055
H  0.22  1.01  -3.39  0.0674
H  -0.79  -3.27  -1.01  0.0512
H  -2.09  -2.05  -0.85  0.0235
H  -0.31  -3.28  -3.37  0.0724
H  5.11  -6.15  -2.44  0.0853
H  4.14  2.60  -3.91  0.1110
H  5.10  -4.30  1.44  0.0974
H  3.16  0.33  -0.42  0.0722
H  1.65  -0.03  -3.54  0.0767
H  -6.26  -2.91  -0.36  0.1029
H  1.22  -2.59  -3.87  0.0529
H  -5.64  0.80  0.54  0.1551
H  2.75  2.29  1.66  0.0663
H  -1.85  -0.70  -4.40  0.0874
H  -4.16  -2.82  0.74  0.1015
H  -2.05  0.04  -2.81  0.0600



The following is a quantum chemistry calculation of C37H46CeN10O5S2 as an isolated structure, from the Open Molecules 2025 dataset.

For the molecular weight, the calculation gives 915.1 g/mol. The LUMO energy (alpha / beta) comes out at -0.0112 / -0.0084 hartree. As for the net charge: 0. Its total energy is -3632.83668 Eh. Its energy above the lowest of the compared OMol25 structures with the same formula, charge and spin is 0.0 kJ/mol.

Last column: Löwdin charge in e.
Atoms and positions in Å:
Ce  0.25  0.37  0.09  1.0182
S  0.71  0.10  -3.14  0.7058
S  -2.35  -1.24  0.16  0.7701
O  2.52  0.09  0.45  -0.1817
O  -0.21  0.49  -2.07  -0.4354
O  0.80  -1.28  -3.49  -0.2188
O  4.49  0.90  -0.23  0.0449
O  0.59  -1.87  -0.33  -0.1789
N  0.88  4.41  0.03  -0.2483
N  0.53  3.33  -0.58  0.0903
N  -0.84  -3.53  0.42  0.1184
N  0.08  -0.77  2.46  -0.0099
N  1.61  2.57  -0.60  -0.0657
N  2.13  4.42  0.47  0.1644
N  2.20  0.71  -2.80  -0.0937
N  -3.09  -3.76  0.41  -0.1256
N  0.08  5.52  0.12  0.1664
N  -0.56  1.91  1.54  -0.1039
C  3.56  -0.89  -1.49  -0.0829
C  1.17  -1.06  3.16  -0.0999
C  -4.46  -3.28  0.36  -0.2601
C  -3.05  2.85  0.60  -0.0546
C  -5.01  -3.13  -1.06  -0.0778
C  1.31  -5.29  0.54  -0.0177
C  1.30  -0.84  4.52  -0.0120
C  -0.94  -0.20  3.12  -0.1563
C  3.40  -0.14  -2.80  -0.1801
C  0.23  -0.26  5.21  -0.2682
C  2.76  -3.38  0.68  -0.0279
C  2.40  -6.13  0.76  -0.0765
C  1.49  -3.91  0.48  -0.1131
C  -0.89  4.82  3.74  -0.0879
C  2.56  3.23  0.07  -0.1400
C  0.09  3.71  -7.91  -0.0445
C  -1.03  3.01  2.10  -0.3614
C  -2.03  -2.92  0.33  -0.6498
C  3.67  -5.59  0.93  -0.0843
C  0.19  2.79  -6.73  -0.2571
C  0.92  3.07  3.70  -0.0433
C  -2.78  4.73  2.27  -0.0950
C  -2.52  -5.85  -0.85  -0.0736
C  -0.90  0.06  4.48  -0.0105
C  0.72  0.62  -5.80  -0.0428
C  -2.87  -5.20  0.49  -0.2069
C  -2.07  5.39  3.28  -0.1206
C  -0.37  3.66  3.19  -0.2274
C  0.30  -0.03  6.69  -0.0385
C  -0.21  3.22  -5.46  -0.0222
C  0.32  1.07  -4.55  -0.2732
C  -2.30  3.57  1.69  -0.2470
C  -0.14  2.37  -4.37  -0.0406
C  0.65  1.48  -6.88  -0.0250
C  3.84  -4.22  0.90  -0.0672
C  0.34  -3.00  0.17  -0.3954
C  3.55  0.13  -0.32  -0.6291
H  0.97  1.15  -7.86  0.1180
H  -3.72  5.13  1.93  0.1016
H  2.21  -1.10  5.03  0.1162
H  2.00  -1.49  2.60  0.1062
H  1.30  0.29  7.00  0.0817
H  -4.50  -2.31  0.85  0.0689
H  -0.56  4.23  -5.33  0.1200
H  0.91  1.99  3.59  0.0501
H  2.17  1.42  -2.07  0.0696
H  -3.98  3.36  0.37  0.0744
H  -4.44  -2.38  -1.60  0.0552
H  0.83  3.44  -8.67  0.0790
H  -0.43  2.70  -3.38  0.1101
H  1.09  -0.39  -5.90  0.1187
H  -1.75  0.54  4.96  0.1213
H  0.32  -5.70  0.41  0.0977
H  -0.42  0.73  7.00  0.0794
H  4.52  -6.25  1.08  0.1015
H  -4.96  -4.07  -1.61  0.0609
H  -6.05  -2.81  -1.02  0.0746
H  0.32  6.00  0.98  0.1042
H  2.89  -2.31  0.67  0.0870
H  -3.26  1.82  0.90  0.0657
H  3.30  -0.83  -3.64  0.1187
H  -3.35  -5.76  -1.56  0.0603
H  -2.06  -5.38  1.19  0.1048
H  4.25  0.51  -2.98  0.1282
H  -0.90  3.64  -8.36  0.0893
H  -3.78  -5.65  0.89  0.1129
H  4.51  -1.42  -1.47  0.1308
H  -2.29  -6.90  -0.71  0.0737
H  -1.84  -0.02  2.55  0.0647
H  -0.88  5.19  0.21  0.0909
H  2.25  -7.20  0.80  0.1022
H  2.74  -1.59  -1.39  0.0907
H  -1.65  -5.36  -1.28  0.0662
H  -2.43  2.79  -0.31  0.0637
H  4.83  -3.79  1.05  0.1062
H  3.55  2.84  0.25  0.1132
H  -5.08  -3.98  0.92  0.1127
H  1.77  3.44  3.13  0.0674
H  -0.36  5.30  4.56  0.1035
H  0.26  4.74  -7.62  0.0804
H  1.08  3.34  4.75  0.0769
H  0.07  -0.95  7.22  0.0876
H  -2.46  6.30  3.71  0.0871



The following is a quantum chemistry calculation of C37H46F5LaN12O4S3 as an isolated structure, from the Open Molecules 2025 dataset.

For the molecular weight, the calculation gives 1053.0 g/mol. The LUMO energy comes out at 0.0082 hartree. As for the net charge: 0. Its total energy is -4121.11330 Eh. Its energy above the lowest of the compared OMol25 structures with the same formula, charge and spin is 249.3 kJ/mol.

Last column: Löwdin charge in e.
Atoms and positions in Å:
La  -1.33  -1.16  0.38  1.9397
S  -1.76  -0.58  3.26  0.6116
S  -2.58  1.45  -0.17  0.5555
S  0.93  1.31  -1.12  0.7343
F  -3.40  -3.62  2.59  0.1617
F  -1.62  -4.22  -0.34  -0.0638
F  -0.97  -4.22  1.76  -0.0183
F  -3.82  -4.76  0.80  0.1258
F  -3.93  -2.62  0.73  0.0635
O  -1.53  1.27  0.83  -0.4963
O  -3.93  1.19  0.27  -0.2640
O  -1.96  -1.41  4.42  -0.2665
O  -2.74  -0.79  2.19  -0.4624
N  2.07  -2.59  -0.27  -0.0100
N  2.11  0.10  -3.07  0.0145
N  -3.77  0.11  -3.07  0.1410
N  1.90  -1.29  2.66  0.1330
N  -0.21  0.62  -3.33  0.0176
N  3.19  -0.59  -0.18  0.0562
N  0.14  -2.28  -1.54  0.0058
N  -2.43  7.14  -1.81  0.0977
N  -0.34  -0.82  2.54  -0.2358
N  -2.94  -1.61  -1.66  0.0347
N  -2.18  0.52  -1.41  -0.2414
N  4.38  -2.56  0.13  -0.0290
C  -0.58  0.89  -5.74  -0.0726
C  -3.21  -3.66  1.27  -0.6052
C  3.03  -1.34  3.37  -0.1731
C  -1.23  3.39  4.01  -0.0248
C  2.77  -1.99  -4.22  -0.0748
C  -4.42  -2.15  -3.44  -0.0348
C  3.17  -0.90  4.67  -0.0845
C  5.62  -1.82  0.10  -0.1383
C  4.46  -4.00  0.24  -0.1419
C  -1.05  2.12  3.49  -0.0651
C  -3.56  5.02  -1.73  -0.0265
C  0.80  -0.82  3.27  -0.3824
C  2.55  -0.48  -4.32  -0.2269
C  -4.44  -0.80  -3.75  -0.1344
C  -0.64  -0.05  -4.54  -0.2271
C  -1.75  -3.48  0.87  -0.4571
C  -2.45  5.82  -1.43  -0.3267
C  5.45  -0.44  0.72  -0.1439
C  4.32  0.28  0.00  -0.1693
C  2.02  -4.03  -0.04  -0.1346
C  -2.28  3.66  4.89  -0.2709
C  -3.03  -0.32  -2.04  -0.5118
C  3.32  -4.66  -0.52  -0.1349
C  -1.36  3.91  -0.44  -0.0742
C  0.92  0.57  -2.64  -0.7794
C  -3.15  2.63  5.23  -0.0268
C  -2.98  1.36  4.70  -0.0391
C  -1.35  5.25  -0.80  -0.0243
C  2.03  -0.39  5.29  -0.0660
C  -3.64  -2.50  -2.35  -0.0979
C  -2.43  5.03  5.48  -0.0513
C  -3.57  3.69  -1.37  -0.0557
C  0.84  -1.83  -0.58  -0.4178
C  -2.48  3.15  -0.72  -0.2737
C  0.84  -0.36  4.61  -0.0211
C  -1.93  1.12  3.83  -0.2729
C  3.20  -1.92  -0.05  -0.3055
H  -3.32  7.57  -2.02  0.0909
H  3.07  -2.38  -5.19  0.0739
H  6.38  0.13  0.64  0.1202
H  -3.55  -3.53  -2.02  0.1150
H  1.87  -4.21  1.03  0.1345
H  4.41  -4.30  1.29  0.1319
H  2.80  0.12  -2.34  0.0795
H  6.38  -2.39  0.65  0.1280
H  2.25  -0.15  -0.18  -0.0058
H  5.20  -0.54  1.78  0.0964
H  5.95  -1.70  -0.94  0.1330
H  -3.65  0.55  4.95  0.1199
H  -0.49  5.86  -0.57  0.1084
H  -0.52  3.46  0.06  0.0730
H  3.31  -5.73  -0.34  0.1209
H  -1.76  7.74  -1.36  0.0910
H  -5.01  -0.41  -4.59  0.1082
H  1.85  -2.49  -3.91  0.0552
H  -0.06  -0.01  5.07  0.0928
H  1.15  -4.43  -0.56  0.1159
H  -0.23  1.91  2.81  0.1106
H  -0.87  0.38  -6.65  0.0728
H  4.00  1.16  0.56  0.1263
H  -0.99  0.93  -2.73  0.0677
H  -4.97  -2.87  -4.01  0.0981
H  0.45  -3.14  -2.01  0.0639
H  3.55  -2.22  -3.50  0.0614
H  3.50  0.00  -4.58  0.1202
H  -4.41  5.46  -2.24  0.1086
H  -0.05  -0.96  -4.70  0.1039
H  -1.25  1.73  -5.57  0.0776
H  -1.67  5.18  6.25  0.0843
H  -1.67  -0.36  -4.38  0.0967
H  -4.41  3.04  -1.57  0.1140
H  1.84  -0.25  -5.10  0.0875
H  -0.55  4.18  3.74  0.1152
H  -3.96  2.82  5.92  0.1125
H  0.43  1.29  -5.86  0.0647
H  3.43  -4.49  -1.60  0.1169
H  -3.41  5.14  5.93  0.0734
H  3.87  -1.78  2.85  0.0820
H  5.42  -4.32  -0.16  0.1247
H  4.11  -0.96  5.19  0.0924
H  4.68  0.62  -0.99  0.1176
H  2.07  -0.03  6.31  0.1073
H  -2.30  5.80  4.73  0.0788